A molecular structure, C26H48IrOP2 at a distorted geometry. Source: the Open Molecules 2025 dataset; level of theory: wB97M-V/def2-TZVPD.

Element x y z (Å)
1 Ir 0.198 0.420 -1.714
2 C -0.802 -2.036 2.380
3 C 0.496 -2.435 1.939
4 C 0.739 -0.922 3.670
5 C -0.655 -1.102 3.441
6 C 1.446 -1.705 2.711
7 C -2.110 -2.508 1.879
8 H -2.034 -2.995 0.896
9 H -2.815 -1.666 1.798
10 H -2.573 -3.239 2.566
11 C -1.740 -0.464 4.214
12 H -2.718 -0.858 3.916
13 H -1.754 0.622 4.062
14 H -1.628 -0.650 5.292
15 C 1.341 -0.085 4.728
16 H 0.977 -0.373 5.726
17 H 1.123 0.982 4.592
18 H 2.434 -0.188 4.731
19 C 2.911 -1.670 2.517
20 H 3.443 -2.228 3.303
21 H 3.267 -0.628 2.555
22 H 3.202 -2.096 1.550
23 C 0.845 -3.409 0.872
24 H 1.396 -4.284 1.272
25 H 1.500 -2.943 0.108
26 H -0.050 -3.792 0.374
27 C -1.186 1.671 -2.997
28 C -1.585 0.144 -2.908
29 C -1.328 -0.657 -4.189
30 C 0.137 -1.103 -4.295
31 C 1.034 -0.645 -3.166
32 C 1.611 0.698 -3.142
33 C 1.209 1.794 -4.079
34 C -0.290 2.109 -4.181
35 H -1.617 -0.049 -5.051
36 H 0.546 -0.784 -5.261
37 H -2.003 -1.519 -4.208
38 H -0.684 1.733 -5.130
39 H -2.160 2.153 -3.174
40 H -2.672 0.228 -2.767
41 H -0.395 3.199 -4.230
42 H 1.734 2.703 -3.764
43 H 2.664 0.726 -2.839
44 H 1.612 1.590 -5.077
45 H 0.145 -2.196 -4.278
46 H 1.667 -1.432 -2.753
47 P -1.626 -0.857 -1.195
48 C -3.103 -0.177 -0.395
49 C -1.787 -2.590 -1.695
50 P 1.993 0.197 -0.105
51 C -0.778 2.184 -1.645
52 C 3.537 -0.553 -0.832
53 C 2.795 1.839 0.067
54 H -2.796 0.376 0.502
55 H -3.797 -0.981 -0.119
56 H -3.612 0.504 -1.090
57 H -1.499 -2.748 -2.735
58 H -2.815 -2.942 -1.543
59 H -1.113 -3.177 -1.069
60 H 2.790 2.385 -0.883
61 H 3.830 1.708 0.419
62 H 2.209 2.382 0.812
63 H -1.560 2.222 -0.872
64 H -0.199 3.106 -1.692
65 H 4.259 -0.723 -0.020
66 H 4.007 0.105 -1.574
67 H 3.287 -1.515 -1.294
68 C -2.010 2.710 1.863
69 C -0.493 2.500 1.754
70 C 0.155 2.701 3.120
71 O -0.211 1.311 1.102
72 H -2.462 1.845 2.367
73 H -2.436 2.788 0.860
74 H -2.251 3.623 2.429
75 H -0.112 3.370 1.166
76 H -0.332 2.070 3.875
77 H 1.225 2.479 3.090
78 H 0.027 3.747 3.442

Properties
spin multiplicity = 5
frontier orbital gap (alpha / beta) = 7.26 / 4.36 eV
calculated total energy = -51191.031 eV
ΔE to the lowest compared entry with this formula, charge and spin = 75.2 kcal per mole
net charge = +1